1.
# C42H52FeN2O6Si2Te

C42H52FeN2O6Si2Te as an isolated structure in a non-equilibrium geometry (ωB97M-V with the def2-TZVPD basis set, the OMol25 dataset).

energy above the lowest of the compared OMol25 structures with the same formula, charge and spin	4.0	kcal per mole
total charge	-2
multiplicity	5
largest force on an atom	1.06	eV/Å
calculated total energy	-4303.51959	Eh

The geometry in XYZ format:
```
106
Properties=species:S:1:pos:R:3:forces:R:3:mulliken_charge:R:1
H 2.348 -4.833 -0.115 0.00 0.01 0.01 0.407
H 6.243 3.270 2.887 0.00 0.01 0.00 0.408
C 1.267 -3.816 -1.704 -0.01 -0.03 0.03 -0.647
H 3.796 -0.720 4.283 0.02 0.02 -0.01 0.459
C -4.525 1.887 5.055 0.01 -0.01 0.00 -0.489
H -6.470 -1.919 -0.162 -0.01 0.03 0.00 0.531
H -4.446 0.687 -1.649 -0.04 0.02 0.01 0.486
H -6.524 -4.470 -5.125 -0.01 -0.01 0.01 0.391
C -3.360 0.992 6.942 0.01 0.00 -0.02 -0.459
N 2.296 -1.515 -0.620 0.02 0.09 0.27 0.264
H -6.010 -4.831 -3.468 0.00 -0.01 -0.01 0.315
H 3.455 3.384 -2.282 0.02 -0.03 0.00 0.261
C -5.843 -4.176 -4.326 0.00 0.03 0.01 -1.571
O -1.338 0.446 0.137 0.12 -0.06 -0.24 -0.047
H -6.536 1.002 -3.130 -0.02 -0.01 0.03 0.510
H 5.016 1.442 -1.344 0.01 -0.01 -0.07 0.324
C -5.578 -0.817 -2.555 -0.13 0.05 0.09 -0.461
H -2.462 -0.410 2.302 -0.01 0.01 0.02 0.294
H 0.062 -1.673 1.750 -0.09 -0.06 0.03 0.283
C 2.575 -2.699 -0.081 -0.07 -0.03 -0.16 -0.613
C -1.622 -0.857 -2.910 0.03 -0.07 0.05 -0.715
C -3.560 -0.289 0.479 0.09 -0.04 -0.02 0.461
C 2.499 2.851 -2.310 -0.09 0.05 0.09 -1.083
O -2.996 1.557 -0.889 0.01 0.00 -0.05 -0.905
O 1.665 1.943 0.808 0.07 -0.13 -0.54 -0.918
C -4.375 -3.022 -2.120 0.01 0.04 -0.01 -1.342
O -0.250 -1.784 0.838 0.21 0.32 0.08 -0.690
C 1.312 -0.076 -2.245 -0.31 0.28 0.98 1.703
H -4.059 -1.964 3.390 0.01 0.01 0.00 0.496
H 4.791 -0.300 -1.627 -0.01 0.00 -0.01 0.356
C 0.156 0.123 -5.140 0.03 -0.05 -0.03 -1.394
Fe 0.926 0.178 0.150 -0.23 0.26 0.06 2.908
C -2.165 1.313 4.840 0.03 -0.02 0.00 -0.038
H -3.821 -3.657 -2.812 -0.01 -0.01 0.00 0.517
C -6.404 -0.044 -3.380 0.01 0.01 -0.05 -1.039
H -1.624 2.217 -3.805 -0.02 -0.04 0.00 0.404
H -2.555 -0.291 -2.964 0.00 0.01 -0.02 0.130
C -5.589 -1.598 0.384 0.01 -0.06 -0.01 -0.364
H -1.291 0.525 6.630 -0.01 -0.01 0.01 0.300
C 3.530 1.307 2.170 0.07 -0.04 -0.16 0.533
H 4.372 5.527 -0.425 0.00 0.00 0.00 0.254
H 5.300 1.051 3.367 0.02 -0.02 -0.04 0.377
H -3.347 0.667 7.978 0.00 0.00 0.00 0.320
H -7.678 0.022 -5.096 0.01 0.01 0.00 0.372
C -6.047 -2.726 -3.965 -0.01 0.00 0.01 1.039
H 4.526 1.229 -4.234 0.00 0.00 0.01 0.352
C 4.518 5.956 0.570 -0.01 0.01 0.01 -0.724
N -4.986 -0.161 -1.475 0.26 -0.15 -0.07 0.006
H -0.040 2.800 -3.283 -0.02 -0.01 -0.07 0.254
Si 2.821 1.000 -2.392 0.07 -0.15 -0.45 0.271
H 3.195 -2.674 0.810 -0.02 0.00 0.03 0.154
H -0.971 -1.115 0.753 -0.06 -0.10 0.04 0.008
H 4.028 0.473 -0.248 0.05 0.02 0.02 0.009
C 3.019 -0.019 2.418 -0.18 0.24 0.24 0.358
C 2.105 -3.890 -0.585 0.00 -0.02 -0.01 -0.913
H 0.677 -0.810 -5.377 -0.01 -0.01 0.00 0.354
C 0.972 -2.605 -2.272 0.08 -0.01 -0.06 -1.014
C 4.299 0.616 -1.290 -0.09 -0.06 0.18 -0.826
H 4.867 -1.052 2.908 0.00 0.00 -0.01 0.437
H -3.372 2.126 3.266 -0.01 0.00 0.00 0.335
Si -0.174 0.304 -3.274 -0.09 -0.08 -0.22 0.201
C 3.826 -1.008 3.230 -0.05 0.01 0.06 -2.057
H -5.445 1.537 6.972 0.00 0.01 0.00 0.337
C -2.555 0.658 -0.156 0.00 0.15 0.19 -0.180
H 3.364 -1.987 3.128 -0.01 0.00 0.02 0.384
O 5.186 5.054 1.426 0.01 0.01 -0.03 -0.485
H -1.546 -1.276 -1.905 -0.02 -0.01 -0.01 0.004
O 1.908 -0.386 2.024 0.18 -0.45 -0.15 -0.556
Te -0.405 1.163 3.662 -0.06 -0.05 0.32 -0.426
H 0.772 0.947 -5.507 -0.01 -0.01 -0.02 0.259
H 1.948 3.197 -3.186 0.05 0.01 -0.02 0.448
C 2.797 2.211 1.335 -0.03 0.05 0.21 -0.110
H 1.929 3.111 -1.418 -0.03 0.01 -0.02 0.283
H 3.697 -0.335 -4.316 0.01 0.00 0.00 0.339
H -3.651 -2.417 -1.584 0.00 0.00 0.00 -0.162
H 5.153 6.837 0.500 0.00 0.00 0.00 0.241
C -4.704 -0.704 -0.221 -0.19 0.14 0.04 -0.333
C -3.345 -0.755 1.770 -0.01 -0.02 -0.02 0.538
C -3.361 1.806 4.301 0.01 0.00 -0.02 -0.141
H -4.822 -4.358 -4.670 0.00 -0.01 0.00 0.313
H -7.384 -2.391 -5.604 -0.01 0.00 0.01 0.317
C -5.366 -2.172 -2.870 0.04 -0.02 -0.04 1.716
C 4.582 3.844 1.633 0.01 -0.05 0.05 1.164
H 0.852 -4.723 -2.130 0.00 0.00 -0.01 0.403
H -1.210 2.220 -2.092 -0.02 -0.02 -0.01 0.111
C 3.375 3.495 1.093 -0.07 -0.02 0.03 -0.322
H 2.896 1.117 -4.913 0.01 -0.01 0.00 0.299
H -1.690 -1.686 -3.620 0.01 0.01 -0.01 0.629
H -0.788 0.141 -5.695 -0.01 0.00 0.01 0.327
C -4.236 -1.629 2.376 0.00 -0.01 0.00 -1.457
H -4.863 -3.669 -1.385 0.01 0.00 0.01 0.390
C -0.810 2.053 -3.092 0.16 0.17 0.10 -1.014
C 1.516 -1.410 -1.724 0.30 -0.18 -0.63 0.046
C 5.299 2.955 2.463 0.01 0.05 -0.01 -1.002
C -7.040 -0.594 -4.473 0.01 -0.01 -0.01 -0.738
H -6.052 -2.750 2.125 -0.01 0.01 0.00 0.362
H 2.800 4.160 0.467 0.00 0.01 0.00 0.386
H 0.351 -2.553 -3.155 0.00 0.01 0.01 0.284
C -4.536 1.481 6.384 0.00 -0.01 0.01 -0.407
C 4.763 1.723 2.710 -0.05 -0.02 0.02 -0.972
C -6.880 -1.944 -4.755 0.01 0.01 0.00 -0.860
C 3.554 0.734 -4.130 0.02 0.03 -0.04 -1.442
C -5.351 -2.059 1.669 0.02 -0.01 -0.01 -0.648
C -2.200 0.910 6.183 0.00 0.02 -0.01 -0.515
H -5.433 2.266 4.598 0.00 0.00 -0.01 0.343
H 3.543 6.243 0.975 0.00 0.00 0.00 0.311
```
Forces are in eV/Å.


2.
# C42H53CdN3O2P3S2Si2

C42H53CdN3O2P3S2Si2 as an isolated structure (ωB97M-V with the def2-TZVPD basis set, the OMol25 dataset).

energy above the lowest of the compared OMol25 structures with the same formula, charge and spin	0.0	kcal per mole
total charge	-2
multiplicity	2
largest force on an atom	0.42	eV/Å
calculated total energy	-4514.43369	Eh

The geometry in XYZ format:
```
108
Properties=species:S:1:pos:R:3:forces:R:3:mulliken_charge:R:1
C -1.514 3.719 0.131 0.02 -0.06 -0.02 -0.147
H 1.901 0.997 -3.720 -0.03 -0.07 -0.02 0.130
C -3.589 0.898 0.539 0.03 0.05 0.08 -0.766
H 2.421 -4.611 -6.008 0.03 -0.03 0.04 0.285
H 4.235 -2.760 2.553 0.08 -0.04 0.03 0.415
N -0.772 -2.436 0.697 -0.07 -0.23 -0.06 -0.603
P 0.881 1.102 2.165 -0.14 -0.16 0.15 3.035
C 1.352 3.553 3.548 0.00 -0.02 0.00 0.064
H -1.062 -0.685 3.180 0.00 0.01 0.00 0.255
C -2.670 1.222 -0.457 0.06 0.02 0.01 0.401
H 2.553 2.630 -3.961 0.03 0.05 -0.07 0.343
H -0.945 1.783 -4.369 0.00 -0.10 -0.01 0.269
C 4.690 -0.448 0.466 -0.07 0.01 0.01 -0.960
C 0.349 -1.019 6.240 -0.01 -0.02 0.04 -0.851
H -2.257 1.144 -2.548 0.03 0.04 -0.02 0.243
C -1.039 -4.434 3.593 0.06 0.00 -0.01 -0.519
C 1.014 -4.515 -1.327 -0.13 -0.08 0.03 0.213
H 1.238 -4.252 -7.276 -0.03 -0.03 -0.02 0.390
C -0.618 1.121 1.398 0.23 0.27 -0.08 -2.756
H -3.415 6.038 -1.470 0.00 0.01 -0.01 0.368
P 0.628 -2.395 -2.949 -0.01 0.11 0.06 0.327
C -3.085 -3.115 3.253 -0.02 0.03 -0.01 -0.581
H 2.802 1.766 -2.433 0.06 0.01 0.05 0.173
C 2.180 -5.288 -1.907 0.02 0.02 0.03 -1.208
H 1.598 4.914 -2.814 0.03 0.05 -0.06 0.415
C -1.242 -2.939 1.646 0.20 0.16 -0.01 -0.588
H 1.360 4.541 -1.103 0.06 -0.02 0.08 0.054
C 1.746 -3.850 -6.398 -0.03 0.02 0.00 -1.292
C -0.383 -0.523 4.009 -0.07 0.01 -0.07 -1.110
S 1.994 -1.461 -1.835 -0.09 -0.17 0.12 -0.531
H 2.737 -5.770 -1.102 0.01 -0.04 0.02 0.431
H -2.889 3.642 -1.516 0.00 -0.02 -0.02 0.314
C 1.864 4.840 3.637 0.00 0.01 -0.01 -0.739
C -4.219 0.391 -2.113 -0.03 -0.01 0.04 -0.890
C -1.573 -4.928 4.750 0.01 -0.07 0.08 -0.398
C 1.350 -0.066 6.116 -0.01 -0.02 0.01 -0.878
C -0.519 -1.250 5.181 -0.02 -0.01 0.02 -0.121
H -3.654 -2.394 2.679 -0.02 0.01 -0.02 0.514
C 2.090 1.956 -3.238 -0.03 -0.02 0.07 -0.876
H 3.049 6.353 2.677 -0.01 -0.02 0.00 0.329
C -2.993 0.955 -1.780 0.04 -0.01 -0.04 0.021
P -1.032 1.936 -0.012 -0.17 0.05 0.16 1.686
H 2.856 -4.620 -2.438 0.03 0.06 -0.02 0.229
H -0.755 6.546 1.849 0.01 0.01 0.01 0.462
C 1.494 0.640 4.929 0.07 0.04 0.02 -0.177
H 4.239 -0.819 -0.452 -0.04 -0.04 -0.04 0.141
H 3.558 4.939 0.706 0.01 0.01 0.00 0.404
C 0.900 4.486 -2.090 -0.01 -0.04 -0.06 -0.802
H 0.701 3.178 4.328 0.00 -0.01 0.01 0.429
C 3.291 -2.212 2.534 0.01 0.03 -0.01 -1.000
C 1.644 2.747 2.450 -0.07 -0.03 0.09 -0.315
H 2.343 -2.992 -6.705 0.01 0.04 -0.02 0.296
S -1.020 -1.444 -3.360 -0.07 -0.12 -0.04 -0.535
C 0.631 0.421 3.860 0.03 0.02 -0.12 -0.098
H -0.261 4.145 1.808 0.01 0.00 -0.01 0.358
H -2.343 7.517 0.206 0.00 0.01 0.00 0.341
H 5.473 0.454 3.085 0.08 -0.02 0.02 0.461
H 2.663 2.634 0.575 0.01 -0.03 -0.02 0.502
N 1.978 0.173 1.437 -0.01 0.21 0.12 -0.252
C -0.691 2.782 -4.014 0.06 0.07 0.01 -1.183
H -3.307 1.059 1.573 -0.01 0.00 -0.01 0.293
H -5.512 0.075 0.997 -0.02 0.00 0.02 0.399
C -2.115 6.458 0.188 0.00 0.03 -0.02 -0.558
O 0.269 -3.849 -2.348 -0.13 0.03 0.09 -0.417
H 1.627 5.457 4.497 0.00 0.01 0.00 0.339
C -1.228 5.915 1.106 -0.01 0.04 0.00 -0.592
Si 3.486 -0.447 1.912 -0.09 -0.04 -0.07 0.251
H 4.193 0.134 4.260 -0.01 -0.02 0.05 0.284
H 5.047 0.566 0.278 0.01 0.09 -0.03 0.235
H -4.571 -3.310 4.745 0.02 -0.02 -0.01 0.323
H 5.558 -1.070 0.694 0.09 -0.04 0.03 0.308
C 0.737 -3.433 -5.349 -0.06 0.00 -0.05 -0.198
H -3.265 -4.947 6.120 -0.02 -0.02 0.04 0.345
O 1.449 -2.807 -4.288 0.13 -0.01 -0.09 -0.176
H 0.246 -1.587 7.158 0.00 0.00 0.00 0.382
H -0.040 -4.717 3.285 0.02 -0.01 -0.01 0.414
H 0.188 -4.299 -4.965 0.01 0.02 -0.02 0.281
C 2.950 4.549 1.514 0.00 0.01 0.01 -0.750
C 2.660 5.342 2.617 0.03 0.06 0.01 -0.607
Si 0.504 2.691 -2.554 0.06 -0.07 0.07 0.063
C -4.814 0.340 0.212 -0.01 -0.02 0.03 -0.626
H 2.873 -2.212 3.543 -0.06 0.01 0.06 0.272
H -1.295 -2.001 5.253 -0.02 -0.03 0.03 0.347
C -2.713 5.629 -0.753 0.00 0.03 0.01 -0.649
C -3.587 -3.632 4.415 -0.10 0.02 0.08 -0.378
H 2.031 0.120 6.938 0.01 0.00 0.02 0.378
H 0.299 -5.186 -0.846 0.05 0.07 -0.01 0.340
H 1.347 -3.792 -0.583 0.03 0.03 -0.04 -0.182
H -4.440 0.161 -3.147 -0.01 -0.01 -0.05 0.412
C -2.413 4.276 -0.778 -0.03 -0.04 -0.02 -0.371
C 2.452 3.258 1.436 -0.01 0.01 -0.03 -0.362
H -0.220 3.324 -4.839 0.01 0.04 -0.07 0.397
H 1.830 -6.058 -2.597 -0.01 -0.01 -0.04 0.295
H 4.138 1.586 3.258 -0.03 0.09 -0.04 0.244
H -0.982 -5.619 5.342 0.00 -0.01 0.00 0.321
C 4.398 0.528 3.264 0.01 -0.07 -0.03 -1.099
C -2.857 -4.551 5.200 0.04 0.02 -0.03 -0.662
N -0.037 1.775 -1.244 -0.21 0.01 -0.07 0.513
H -1.614 3.304 -3.756 -0.08 0.03 0.03 0.282
H 2.592 -2.754 1.894 -0.02 -0.03 -0.07 0.065
C -0.940 4.559 1.078 0.04 -0.05 0.06 0.109
H 0.009 5.116 -2.066 -0.07 0.03 0.02 0.240
C -1.778 -3.497 2.792 -0.04 0.01 -0.14 0.663
C -5.133 0.088 -1.117 -0.01 -0.01 -0.04 -0.555
H 2.301 1.357 4.839 -0.01 0.03 -0.02 0.634
H -6.082 -0.370 -1.370 -0.03 -0.01 -0.01 0.350
Cd 0.260 -0.563 -0.075 0.38 -0.07 -0.17 1.956
H 0.004 -2.727 -5.753 0.05 -0.04 0.02 0.324
```
Forces are in eV/Å.


Number 2 is which compound? C42H53CdN3O2P3S2Si2